1.
{"formula": "C15H29InN8O2S", "method": "ωB97M-V/def2-TZVPD", "orbital_gap_ha": 0.177, "relative_energy_kcal_mol": 0.0, "homo_energy_ev": -12.91, "charge": 2, "e_lumo_ev": -8.1, "e_tot_ev": -48033.3689, "elements": ["H", "H", "H", "C", "N", "H", "C", "O", "O", "N", "C", "H", "H", "In", "H", "H", "H", "N", "C", "H", "H", "H", "C", "C", "H", "H", "H", "C", "H", "H", "H", "C", "N", "H", "N", "H", "N", "C", "S", "H", "C", "H", "H", "H", "C", "C", "H", "N", "C", "C", "H", "N", "H", "H", "H", "C"], "xyz": [[-7.9361, -2.9089, -2.1960], [2.0477, -4.7633, 1.9850], [1.5646, -2.1838, 1.0299], [6.7511, -2.5298, -0.4758], [-3.4561, 2.9500, 2.3515], [5.2514, -0.2838, -0.2387], [4.5454, -3.5397, 0.2596], [-2.8741, 1.9099, -1.8966], [-3.4445, 3.9622, -1.5696], [-3.3085, 1.5783, 2.5883], [2.4736, -4.8076, 0.9831], [7.4031, -2.0589, 0.2603], [-5.4250, -0.6501, -3.2872], [-2.3760, 0.1200, 0.0890], [-3.9989, 5.2985, 1.6731], [4.2787, 2.8189, 1.1705], [0.9905, 2.0030, -0.2796], [-3.7168, 4.7115, 0.9060], [3.4919, 1.5292, -1.1633], [-6.4682, -2.6115, -3.1136], [4.9752, 1.1991, 1.2167], [-7.0184, -1.8338, -0.3788], [-7.2235, -2.1418, -2.4822], [3.3074, -1.0819, 0.4078], [4.4825, 1.1143, -1.3293], [1.3136, 2.0736, 1.4621], [1.6577, -4.9729, 0.2794], [2.9867, 1.3546, 0.2799], [-4.2039, 1.1701, 2.8398], [3.6709, 1.6341, 2.3293], [2.0222, 3.2819, 0.3753], [5.3101, -2.3914, -0.0698], [-6.6201, -1.5995, -1.2733], [-3.7308, 5.0712, -0.0372], [-3.1433, 2.8625, -1.1539], [3.5413, 2.5961, -1.3775], [-5.0727, -0.3363, -2.3973], [-3.4235, 3.4335, 1.0905], [-5.1115, -0.0743, 0.2597], [3.1388, -5.6669, 0.9360], [-5.6320, -0.7167, -1.2491], [-2.6536, 1.4449, 3.3492], [6.9291, -2.0464, -1.4359], [-4.3929, 0.4096, -2.3902], [1.7459, 2.2327, 0.4738], [2.5988, -2.3058, 0.7325], [2.7954, 1.0777, -1.8704], [-3.0760, 2.5430, 0.1564], [4.6969, -1.1767, 0.0013], [4.0512, 1.7636, 1.3161], [5.0472, -4.5008, 0.1972], [2.5761, -0.0214, 0.5332], [-3.8343, 3.5353, 3.0818], [7.0429, -3.5738, -0.5636], [-7.7487, -1.3677, -3.0439], [3.2014, -3.5336, 0.6585]], "nbo_charge": [0.246, 0.246, 0.243, -0.647, -0.417, 0.236, 0.053, -0.464, -0.382, -0.641, -0.643, 0.250, 0.414, 0.679, 0.419, 0.243, 0.218, -0.751, -0.610, 0.211, 0.210, 0.431, -0.441, 0.176, 0.209, 0.218, 0.245, 0.046, 0.383, 0.229, 0.225, -0.030, -0.547, 0.457, 0.638, 0.243, -0.777, 0.639, -0.380, 0.238, 0.368, 0.383, 0.248, 0.435, -0.602, -0.006, 0.227, -0.518, -0.114, -0.602, 0.235, -0.153, 0.396, 0.238, 0.217, -0.066]}



2.
{"formula": "C4H9NS", "method": "ωB97M-V/def2-TZVPD", "orbital_gap_ha": 0.291, "relative_energy_kcal_mol": 159.7, "homo_energy_ev": -7.74, "charge": 0, "e_lumo_ev": 0.2, "e_tot_ev": -16612.5310, "elements": ["H", "H", "H", "H", "H", "C", "N", "S", "C", "H", "C", "H", "H", "H", "C"], "xyz": [[0.5698, 0.7547, -3.8539], [0.0222, 0.1353, -2.2738], [-0.9345, -2.7213, 3.3796], [-1.5414, -2.9914, 0.9438], [0.3742, 1.6781, -2.5791], [-0.1607, 0.9138, -3.0398], [-0.6952, -2.0561, 2.5797], [0.0383, -0.7687, 0.7774], [1.6594, -1.0023, 0.1250], [1.5722, -1.1393, -0.8628], [-0.9390, -2.2744, 1.3182], [2.1274, -1.8437, 0.5955], [0.0172, -0.2914, 3.2350], [-1.1458, 1.1295, -3.3713], [0.3018, -1.0988, 2.5995]], "nbo_charge": [0.213, 0.212, 0.429, 0.196, 0.220, -0.865, -0.441, 0.690, -0.833, 0.170, -0.186, 0.192, 0.172, 0.218, -0.386]}



3.
{"formula": "C3H6O2", "method": "ωB97M-V/def2-TZVPD", "orbital_gap_ha": [0.280, 0.280], "relative_energy_kcal_mol": 123.1, "homo_energy_ev": [-8.94, -8.94], "charge": 0, "e_lumo_ev": [-1.3, -1.3], "e_tot_ev": -7298.3403, "elements": ["C", "C", "H", "H", "H", "H", "O", "H", "O", "C", "H"], "xyz": [[-1.1839, -0.0603, 0.4425], [1.1134, 0.1803, 0.2735], [0.0260, -1.8016, -0.2510], [1.3129, -0.0217, 1.3425], [2.0510, 0.0109, -0.2859], [-0.0890, 0.8057, -1.2529], [0.5346, 1.4143, 0.0259], [-1.1003, 0.6626, 1.2417], [-0.4793, -0.1401, -1.4342], [-0.0311, -0.7136, -0.1953], [-2.1763, -0.3361, 0.0970]], "nbo_charge": [0.069, -0.092, 0.206, 0.155, 0.176, 0.507, -0.776, 0.236, -0.628, -0.053, 0.200]}



4.
{"formula": "C6H6BrNO4", "method": "ωB97M-V/def2-TZVPD", "orbital_gap_ha": [0.298, 0.242], "relative_energy_kcal_mol": 37.6, "homo_energy_ev": [-9.46, -8.73], "charge": 0, "e_lumo_ev": [-1.3, -2.2], "e_tot_ev": -86039.2303, "elements": ["C", "H", "O", "C", "C", "C", "N", "O", "H", "H", "O", "H", "C", "C", "Br", "O", "H", "H"], "xyz": [[0.8798, -0.8745, -1.6745], [1.1564, 0.1585, -1.5826], [0.3653, -1.0884, 2.0652], [-1.1243, 1.3808, -0.3643], [0.5042, -0.5738, 0.8667], [1.0148, 0.8678, 0.9180], [0.2201, 1.7752, 0.1942], [-1.4674, 1.8385, -1.4304], [1.5541, -1.5250, -2.2540], [-1.7066, 0.7175, 1.7250], [0.3204, -2.6152, -0.1226], [-0.0077, -0.6977, -2.1784], [0.5792, -1.4494, -0.3476], [-1.8431, 0.6507, 0.5884], [-3.3006, -0.4032, 0.0222], [2.0425, 1.1777, 1.4704], [0.1739, -2.0101, 1.9302], [0.6388, 2.6706, 0.1741]], "nbo_charge": [-0.723, 0.240, -0.596, 0.534, 0.252, 0.609, -0.676, -0.522, 0.258, 0.262, -0.544, 0.258, 0.473, -0.344, 0.142, -0.550, 0.508, 0.422]}